# C2H13F4HfO5

A structure of composition C2H13F4HfO5 at a distorted geometry (ωB97M-V with the def2-TZVPD basis set, OMol25).

Positions of all 25 atoms, in Å:
1 Hf -0.60456 -0.02530 0.99136
2 F -2.85879 -0.20759 1.87166
3 F -1.38302 -1.93538 -0.11732
4 F -0.33649 -1.63794 2.76151
5 F -0.99046 2.29587 0.94884
6 C 1.14449 -0.81212 -3.08168
7 C 0.52344 0.51800 -2.47428
8 O 0.55317 0.45573 -1.07708
9 H 0.73335 -1.26473 -3.98401
10 H 1.18665 -1.60924 -2.33944
11 H 2.19742 -0.77135 -3.36057
12 H -0.52068 0.61183 -2.77277
13 H 0.94898 1.40893 -2.93609
14 O 1.44411 -1.73110 0.59583
15 H 1.76174 -1.91563 -0.28807
16 H 1.93237 -2.33357 1.15696
17 O -0.64515 0.98461 3.43898
18 H -0.81565 1.85156 3.80715
19 H -1.06020 0.37773 4.05188
20 O -2.52863 0.65111 -0.71679
21 H -3.09544 1.35803 -0.40819
22 H -2.82688 0.47671 -1.60946
23 O 1.42908 0.87448 1.76084
24 H 2.17768 0.61159 2.29631
25 H 1.63359 1.76782 1.48452

Force components x, y, z for each atom (eV/Å):
Hf -3.77 -2.14 -1.16
F 2.84 0.65 -0.86
F 1.32 2.71 1.23
F 0.29 2.23 -1.83
F 0.77 -2.67 0.28
C 0.63 0.14 0.10
C -0.86 -1.89 0.84
O -0.04 0.05 1.70
H -0.77 0.33 -0.03
H -0.72 0.12 0.25
H 0.39 0.82 0.08
H -0.43 -0.38 -0.40
H 0.79 0.23 0.31
O 0.23 0.30 0.13
H -0.29 0.36 -0.47
H -0.39 -0.15 0.53
O 0.33 -0.09 0.14
H -0.19 0.40 -0.51
H -0.23 -0.74 -0.20
O 0.20 0.10 -0.03
H 0.10 0.19 0.57
H 0.32 -0.44 -0.15
O 0.14 0.13 -0.20
H -0.19 -0.65 0.17
H -0.46 0.40 -0.48

The largest force on an atom is 4.49 eV/Å. The value obtained for the frontier orbital gap is 7.71 eV. The HOMO energy comes out at -5.10 eV. The LUMO energy is 2.616 eV. The relative energy (zero: lowest compared OMol25 entry of this formula, charge and spin) is 264.0 kJ/mol. The total energy is -907.88171 Eh. As for the total charge: -1.

=====

# C2H13N2O2

A cluster of 3 separate species, C2H13N2O2 in total at a distorted geometry (ωB97M-V with the def2-TZVPD basis set, OMol25).

Positions of all 19 atoms, in Å:
1 N 0.43587 0.81893 0.73944
2 C -0.77208 -0.01610 0.82244
3 C -0.81203 -0.99202 -0.37490
4 N -1.19160 -2.34338 0.05152
5 H 1.34637 0.25689 0.45103
6 H 0.25484 1.54606 0.01016
7 H 0.59051 1.30942 1.64794
8 H -0.91581 -0.56283 1.76794
9 H -1.61783 0.69761 0.67734
10 H -1.43569 -0.76400 -1.22571
11 H 0.21579 -1.19502 -0.66122
12 H -1.49106 -2.48387 1.01330
13 H -1.96987 -2.65302 -0.52051
14 H 3.58987 0.02667 0.50229
15 H 2.65825 -1.21924 0.66253
16 O 2.71720 -0.32833 0.28524
17 H -1.46701 2.00576 -1.90648
18 H -0.35113 3.11245 -1.82408
19 O -0.78070 2.39097 -1.35576

Force components x, y, z for each atom (eV/Å):
N 0.96 0.51 0.47
C -2.15 0.38 -1.46
C 0.90 -1.69 1.62
N -1.19 -0.62 -0.07
H -1.08 1.14 0.72
H 0.04 -0.41 0.30
H 0.06 -0.42 -0.94
H 0.58 0.44 -0.32
H 0.43 -0.58 0.62
H 0.10 0.83 -0.12
H 0.32 0.88 -0.76
H 0.17 0.42 -0.15
H 0.16 -0.27 0.16
H -0.09 -0.09 -0.02
H 0.37 0.09 -0.15
O 0.31 -0.60 0.05
H 0.05 0.24 -0.27
H -0.26 -0.01 -0.28
O 0.32 -0.23 0.61

The largest force on an atom is 2.63 eV/Å. The value obtained for the frontier orbital gap is 9.70 eV. The HOMO energy comes out at -12.77 eV. The LUMO energy is -3.061 eV. The relative energy (zero: lowest compared OMol25 entry of this formula, charge and spin) is 95.9 kJ/mol. The total energy is -343.73994 Eh. As for the total charge: +1.